Below is C4H9NO2S in the gas phase at a distorted geometry, with properties calculated with the ωB97M-V functional and the def2-TZVPD basis.

Last column: Löwdin charge in e.
Cartesian coordinates (Å):
C1 -1.2088 -0.6182 -0.0947  -0.057
C2 0.2310 -0.0032 -0.4035  -0.396
C3 0.0603 1.4122 -0.7236  -0.087
C4 1.2807 -0.4174 0.7691  -0.411
S1 0.9758 -2.1427 1.5075  0.833
N1 2.5830 -0.4313 0.1037  -0.465
O1 2.9890 0.6664 -0.1431  0.087
O2 3.1865 -1.4257 -0.2063  0.060
H1 -1.6651 0.2318 0.2583  0.029
H2 -1.0935 -1.4237 0.7214  0.026
H3 -1.6760 -1.0895 -0.9957  0.098
H4 0.7622 -0.4152 -1.2807  0.139
H5 -0.3087 1.8415 0.2249  0.105
H6 1.0017 1.8277 -0.9117  0.061
H7 -0.6557 1.4670 -1.4799  0.080
H8 1.2186 0.4366 1.4087  0.115
H9 2.1606 -2.4951 1.5030  -0.216

Calculated values
- SMILES string = CC(C)[C@@H](S)[N+](=O)[O-]
- Kohn-Sham gap (eV) = 10.001
- highest occupied orbital energy (eV) = -9.79
- energy above the lowest of the compared OMol25 structures with the same formula, charge and spin (kJ/mol) = 480.9

Below is a molecular structure, C24H70N7O6 at a distorted geometry, with properties calculated with the ωB97M-V functional and the def2-TZVPD basis.

Last column: Löwdin charge in e.
Cartesian coordinates (Å):
N1 -31.5628 -20.2211 -32.6628  0.299
H1 -31.8723 -19.4569 -32.2890  -0.140
H2 -32.2965 -20.8106 -32.5125  0.065
H3 -31.0006 -20.7412 -32.1666  0.052
H4 -31.4769 -20.3277 -33.6549  0.107
C1 -30.8935 -17.3562 -29.7878  -0.041
C2 -31.9051 -17.8386 -30.8154  -0.276
C3 -31.5349 -17.1909 -32.2168  -0.203
O1 -31.7120 -15.8141 -31.8815  -0.158
C4 -31.2973 -14.9863 -33.1320  0.026
N2 -31.9033 -19.3377 -31.0830  0.034
H5 -29.8176 -17.3761 -29.9777  0.097
H6 -31.2828 -17.8458 -28.8821  0.091
H7 -31.1149 -16.2917 -29.6969  0.082
H8 -33.0440 -17.6731 -30.5270  0.191
H9 -32.2258 -17.5058 -33.1467  0.138
H10 -30.5149 -17.3924 -32.6950  0.049
H11 -30.3685 -15.0418 -33.3148  0.000
H12 -31.2946 -13.9695 -32.9381  0.072
H13 -31.9715 -15.0933 -33.9822  0.092
H14 -32.5776 -19.5567 -30.3910  0.113
H15 -31.1917 -19.6222 -30.6276  0.038
C5 -35.4115 -19.9646 -32.9413  -0.060
C6 -35.3011 -21.0335 -34.0957  -0.367
C7 -36.3490 -21.0035 -35.2519  -0.236
O2 -37.5551 -21.0356 -34.6725  -0.219
C8 -38.6257 -20.4144 -35.3305  -0.112
N3 -33.8924 -20.7496 -34.5628  0.026
H16 -34.5246 -19.8023 -32.3672  0.028
H17 -36.1035 -20.2107 -32.1237  0.066
H18 -35.9241 -19.0139 -33.4414  0.120
H19 -35.3137 -22.0615 -33.6429  0.132
H20 -36.4135 -21.8351 -35.9801  0.123
H21 -36.2223 -19.7545 -35.7321  0.196
H22 -38.8851 -21.0298 -36.3189  0.133
H23 -38.6985 -19.3431 -35.4047  0.080
H24 -39.5392 -20.6824 -34.7914  0.082
H25 -33.9144 -19.8920 -35.2519  0.087
H26 -33.6472 -21.3942 -35.3332  0.033
C9 -29.9267 -21.7045 -37.1876  -0.012
C10 -31.2308 -21.9385 -36.3410  -0.365
C11 -32.3168 -22.8579 -37.1372  -0.181
O3 -33.2983 -23.0256 -36.1745  -0.211
C12 -34.3638 -23.9148 -36.6876  -0.008
N4 -31.0800 -22.5113 -35.0329  0.106
H27 -29.4989 -21.0116 -36.5797  0.005
H28 -30.3353 -21.0537 -37.8784  0.055
H29 -29.5353 -22.7746 -37.2878  0.127
H30 -31.5858 -20.8918 -36.1890  0.120
H31 -31.7793 -23.8016 -37.5313  0.157
H32 -32.6082 -22.3643 -37.9923  0.092
H33 -35.2071 -24.0285 -36.2050  0.035
H34 -34.0257 -24.8420 -36.7821  0.054
H35 -34.7067 -23.5995 -37.6347  0.093
H36 -30.6689 -23.3795 -35.1084  0.077
H37 -31.8216 -22.6175 -34.6402  -0.089
C13 -33.0269 -24.0376 -32.2365  -0.078
C14 -32.9018 -23.7040 -30.8073  -0.468
C15 -31.4143 -23.5003 -30.3671  -0.144
O4 -30.9138 -24.8405 -30.4526  -0.183
C16 -29.5914 -24.9310 -30.0159  -0.067
N5 -33.6745 -22.4922 -30.4996  0.024
H38 -32.3509 -25.0896 -32.4183  0.171
H39 -32.6213 -23.0434 -32.6303  0.070
H40 -33.9666 -24.0803 -32.7450  0.054
H41 -33.5941 -24.5072 -30.3132  0.171
H42 -31.4086 -23.2276 -29.1922  0.176
H43 -30.8967 -22.8263 -30.6701  -0.009
H44 -29.4024 -24.7634 -29.0716  0.043
H45 -29.1528 -24.1928 -30.7267  0.100
H46 -29.3790 -25.9300 -30.0688  0.080
H47 -33.7162 -22.5860 -29.4481  0.104
H48 -34.6127 -22.5918 -30.7849  0.051
C17 -29.1134 -17.3687 -34.2973  -0.047
C18 -29.5110 -18.3056 -35.4450  -0.442
C19 -30.8712 -17.7811 -35.9044  -0.176
O5 -31.8712 -18.0301 -34.9465  -0.294
C20 -33.1679 -17.6010 -35.2421  -0.107
N6 -28.5034 -18.2198 -36.4798  0.051
H49 -28.1974 -17.6433 -33.9201  0.039
H50 -30.0587 -17.1167 -33.4071  0.080
H51 -28.8559 -16.3722 -34.7031  0.090
H52 -29.1689 -19.2120 -35.0460  0.101
H53 -31.1585 -18.3691 -36.9179  0.149
H54 -31.0321 -16.6208 -36.2095  0.180
H55 -33.4227 -18.0385 -36.1961  0.086
H56 -33.1474 -16.4560 -35.4508  0.130
H57 -33.7169 -17.9443 -34.4721  0.031
H58 -28.8639 -18.6183 -37.3199  0.056
H59 -27.9112 -19.0128 -36.2700  0.072
C21 -27.0822 -20.5441 -32.0802  -0.053
C22 -27.4501 -21.6067 -33.0945  -0.457
C23 -26.5280 -22.7539 -33.1235  -0.180
O6 -26.7738 -23.5812 -31.9505  -0.217
C24 -26.1680 -24.8899 -31.8581  -0.068
N7 -28.7865 -22.0557 -32.8708  0.063
H60 -26.8333 -20.9343 -31.0810  0.087
H61 -27.7816 -19.7429 -31.9051  0.051
H62 -26.1911 -19.9332 -32.3138  0.087
H63 -27.3431 -21.2089 -34.0653  0.120
H64 -25.5765 -22.4272 -33.3499  0.097
H65 -26.7453 -23.5507 -33.9582  0.159
H66 -25.0790 -24.8474 -31.8439  0.100
H67 -26.7289 -25.5090 -32.4269  0.051
H68 -26.3447 -25.3941 -30.9271  0.075
H69 -28.8487 -22.5823 -31.9960  0.060
H70 -29.3185 -22.4598 -33.6164  0.037

Calculated values
- Kohn-Sham gap (eV) = 9.714
- highest occupied orbital energy (eV) = -11.36
- net charge = +1

no.,lowest unoccupied orbital energy (eV),DFT total energy (eV)
1,0.21,-20710.0485
2,-1.65,-48709.8059